[1]
9
Properties=species:S:1:pos:R:3:forces:R:3 method="wB97M-V/def2-TZVPD" mol_weight_g_mol=87.058 total_charge=-1 e_above_lowest_kcal_mol=8.2
H 0.113168 -1.817058 1.467299 0.77 1.80 0.28
C 0.512999 -0.720212 1.527134 -1.06 -1.38 -0.50
H 1.614060 -0.726745 1.375726 -0.55 0.13 0.24
H 0.160455 -0.284899 2.518207 0.54 -0.34 -1.34
N 0.464400 0.177140 -0.659127 -0.42 0.83 -0.81
O -1.170138 2.085603 -1.624202 0.20 0.23 0.52
N -0.206689 -0.017552 0.319126 -0.20 -0.14 1.46
O -0.751180 0.266650 -2.920622 0.07 -0.34 -0.38
C -0.737076 1.037074 -2.003541 0.64 -0.78 0.54

[2]
99
Properties=species:S:1:pos:R:3:forces:R:3 method="wB97M-V/def2-TZVPD" mol_weight_g_mol=887.926 total_charge=+2 e_above_lowest_kcal_mol=60.0
H -2.774451 -2.368131 -1.679359 -0.01 0.02 0.01
C -3.201961 0.151137 -0.962546 -0.03 0.06 -0.05
C -0.678054 -2.858450 -1.520110 0.04 0.02 -0.04
C 2.808868 4.708079 -0.209580 -0.02 0.00 0.01
H 1.898831 0.022375 4.169543 0.02 0.02 -0.02
H 3.140957 -4.321070 -1.652587 0.00 0.00 0.00
C 1.143480 -2.228114 -0.172206 -0.20 0.24 0.17
H -0.181402 5.150434 3.818506 0.00 0.00 0.00
H -2.246863 1.064831 4.680307 0.00 0.00 0.00
C 1.782087 2.017596 2.723479 0.00 -0.02 0.04
H -2.178577 -2.439721 0.914214 0.01 0.00 0.00
H -0.695387 -2.356257 1.877198 -0.01 0.02 0.08
H 2.290401 5.202582 3.754178 0.00 0.00 0.00
O 1.545428 0.845966 -0.206592 0.01 0.08 0.04
H 3.282140 -2.841079 -2.579784 -0.02 -0.01 0.01
H -6.289736 0.456322 0.402807 0.00 0.00 0.00
C 1.450066 4.436816 -0.178822 0.02 0.01 0.01
C 3.245253 2.361285 -0.277178 0.00 0.02 0.00
C -0.311839 3.111583 3.176988 0.02 0.00 0.00
C -2.127428 0.928631 -4.553340 0.02 -0.02 0.00
C -4.433777 0.599066 1.500791 0.00 0.00 0.01
S 0.579955 -0.479877 -2.902223 -0.05 0.05 -0.04
Ta -0.350924 0.070845 -0.388176 0.49 0.11 -0.18
C 0.372757 4.274721 3.507445 0.00 -0.01 -0.01
H -0.321105 -4.346016 -3.810638 0.00 -0.01 0.00
H -0.413686 -2.113354 -4.254450 -0.01 0.06 -0.03
C 1.592200 -2.897982 -1.274697 -0.01 -0.03 -0.12
H -1.033697 -3.788635 0.936431 0.00 0.00 0.01
H -4.707041 1.270469 4.826243 0.00 0.00 0.00
H 2.778137 1.621719 -5.009434 0.00 0.00 0.00
H 3.862028 1.475872 -0.319699 0.00 0.00 0.00
C -0.840060 -2.462906 5.249955 0.01 0.00 0.00
C -5.021112 0.874564 2.756991 0.01 -0.01 -0.01
H -1.392036 3.095571 3.234506 -0.01 0.01 -0.01
C 1.758936 4.304412 3.468199 -0.01 0.00 0.00
H 0.713465 5.228001 -0.164129 0.00 0.00 0.00
C 3.725304 0.353344 -3.542816 -0.02 -0.03 0.03
H 4.570695 0.023985 -4.144569 0.00 0.01 -0.01
H 2.310953 -1.505320 6.016188 0.00 0.00 0.00
H 3.466683 -0.458994 -2.856350 0.01 0.05 -0.03
H 4.059372 1.210799 -2.952664 0.01 0.00 0.02
C 1.013861 3.125860 -0.194006 0.01 -0.02 0.00
C -1.901226 -0.571550 -4.432578 0.01 0.02 -0.01
C 3.005358 -3.238579 -1.598522 0.00 0.00 0.00
H 3.702272 -2.847399 -0.859718 0.00 0.00 0.00
H 2.438733 -2.818669 1.437226 0.00 0.00 -0.01
H 1.130727 -5.058142 -3.127505 -0.01 -0.01 0.01
H -2.280742 -1.063353 -5.333173 -0.01 -0.01 0.01
C -2.082575 -3.174520 -1.924010 0.00 0.00 -0.02
H -2.754831 0.055290 -1.949449 -0.02 -0.02 -0.02
H 2.317558 -0.056437 -5.127326 -0.02 0.00 0.00
C -0.350872 -2.138433 -0.261785 -0.08 -0.12 0.05
S -0.686455 2.663639 -0.213539 -0.06 -0.11 0.14
C 2.462922 3.173959 3.072845 0.00 -0.01 0.00
C -2.407441 0.284463 0.148554 -0.07 -0.08 0.09
H 3.545367 3.189165 3.049141 0.00 0.00 0.00
C 0.388104 1.968283 2.792975 -0.02 0.02 0.03
O -0.673485 1.729561 -1.529412 0.02 -0.18 -0.11
C -4.613433 0.184071 -0.878031 -0.01 -0.01 0.00
C 0.383850 -2.438558 5.903251 -0.02 0.00 0.01
H 0.527586 1.578755 -4.144845 -0.06 0.02 -0.04
C -1.118567 -2.697849 0.939249 -0.03 -0.03 -0.01
C 2.535699 0.740049 -4.412045 -0.01 0.00 0.00
C -0.457463 -1.029144 -4.308204 0.00 0.05 -0.04
H 0.128123 -0.724322 -5.178537 -0.01 0.02 -0.01
H 2.821164 -1.231501 0.781813 0.00 0.00 0.01
H -6.100010 0.935193 2.828403 0.00 0.00 0.00
H 2.342420 1.147827 2.397208 0.00 -0.02 0.01
H -2.048435 -1.624247 3.707703 0.04 -0.04 -0.02
C -2.247129 0.697991 2.574105 0.00 0.00 0.00
C 0.473634 -3.299232 -2.100481 -0.02 -0.07 0.08
H -2.483167 -0.994746 -3.612673 0.00 0.01 0.03
C 3.711785 3.655818 -0.272470 0.00 -0.01 -0.01
P -0.478040 0.419197 2.376766 -0.03 0.05 -0.04
C -3.026185 0.518445 1.408272 -0.02 0.03 -0.02
H 1.561267 1.682285 -2.734576 0.00 0.03 0.05
H -5.210191 0.058314 -1.771447 0.00 0.00 0.00
H 3.158939 5.731116 -0.203720 0.00 0.00 0.00
C -0.094639 -0.707423 3.766480 -0.03 0.02 0.05
C -1.080362 -1.603651 4.191016 0.00 -0.02 -0.04
H 4.777607 3.826570 -0.318571 0.00 0.00 0.00
H -2.169385 -3.392441 -2.988379 0.00 0.00 0.01
C 1.998464 -1.907053 1.026929 0.06 -0.06 -0.02
N 1.924557 2.129056 -0.220498 -0.01 -0.01 -0.04
C 0.635291 -4.110494 -3.346288 0.02 -0.03 0.03
H -3.189271 1.142738 -4.673598 0.00 0.00 -0.01
H 1.259946 -3.595986 -4.082456 0.01 -0.01 0.00
C -5.210587 0.406233 0.327920 -0.02 0.01 0.00
H -1.615507 -3.145870 5.569475 0.00 0.00 0.00
H 1.429210 -1.458559 1.837495 -0.02 0.00 0.03
C 1.294472 1.055557 -3.581980 -0.03 -0.06 -0.04
C -2.845986 0.957767 3.783500 -0.04 0.05 0.00
H -1.615417 1.332592 -5.428870 0.01 0.01 0.01
C 1.125226 -0.678994 4.440703 0.01 -0.05 -0.02
C -4.246373 1.060018 3.870967 0.02 0.00 -0.01
H -1.779801 1.470395 -3.672800 0.02 0.00 0.02
H -2.435732 -4.059112 -1.386018 0.01 0.00 0.00
C 1.361569 -1.543210 5.499389 0.01 0.01 0.00
H 0.568737 -3.105834 6.734104 0.00 -0.01 0.00

It is found that the frontier orbital gap values, taken in the order of the records, are 6.6244, 6.3197 eV.
It is found that the HOMO energy values, taken in the order of the records, are -2.310, -12.659 eV.
It is found that the calculated total energy values, taken in the order of the records, are -9197.34878, -83469.04998 eV.